The following is a quantum chemistry calculation of a single C3H4OS2 molecule at a distorted geometry, from the Open Molecules 2025 dataset.

Each line ends with the Mulliken charge.
Geometry (Å):
C -0.621 0.016 0.707  -0.67
C 0.202 -0.132 -0.537  0.79
C 1.502 0.687 -0.535  -0.40
H -2.007 -1.583 -0.428  0.14
H -0.867 1.061 0.957  0.36
H -0.037 -0.345 1.544  0.37
H 1.975 0.328 -1.443  0.33
O -0.079 -0.869 -1.481  -0.53
S -2.183 -0.933 0.701  -0.23
S 2.115 1.770 0.515  -0.16

The HOMO-LUMO gap is 7.49 eV. The calculation puts the highest occupied orbital energy at -9.32 eV. The multiplicity is 1. Its charge is 0. Its total energy is -26892.392 eV. For the energy above the lowest of the compared OMol25 structures with the same formula, charge and spin, the calculation gives 144.5 kJ/mol. Its LUMO energy is -1.832 eV.



The following is a quantum chemistry calculation of a single C3H4OS2 molecule at a distorted geometry, from the Open Molecules 2025 dataset.

Each line ends with the Mulliken charge.
Geometry (Å):
C -1.290 -0.475 -1.031  -0.14
C -0.420 -0.771 0.243  -0.63
C 1.480 1.268 0.880  0.10
H -2.205 0.004 -0.986  0.37
H 0.467 -1.230 -0.163  0.38
H -0.937 -1.500 0.907  0.32
H 1.439 2.351 0.918  0.31
O 2.387 0.765 0.281  -0.42
S -0.856 -1.066 -2.432  -0.23
S -0.065 0.654 1.383  -0.08

The HOMO-LUMO gap is 8.52 eV. The calculation puts the highest occupied orbital energy at -9.10 eV. The multiplicity is 1. Its charge is 0. Its total energy is -26892.129 eV. For the energy above the lowest of the compared OMol25 structures with the same formula, charge and spin, the calculation gives 169.8 kJ/mol. Its LUMO energy is -0.574 eV.



The following is a quantum chemistry calculation of a molecular structure, C3H4OS2 at a distorted geometry, from the Open Molecules 2025 dataset.

Each line ends with the Mulliken charge.
Geometry (Å):
C 0.235 -0.688 0.158  -0.09
C 0.899 0.228 1.202  -0.52
C -0.837 0.363 -0.235  0.40
H 0.080 -1.513 -2.009  0.14
H -0.274 -1.531 0.754  0.28
H 1.845 0.683 0.928  0.34
H 1.079 -0.219 2.193  0.31
O -1.742 0.470 -0.969  -0.47
S 1.162 -1.391 -1.234  -0.24
S -0.573 1.354 1.180  -0.14

The HOMO-LUMO gap is 9.75 eV. The calculation puts the highest occupied orbital energy at -9.36 eV. The multiplicity is 1. Its charge is 0. Its total energy is -26893.022 eV. For the energy above the lowest of the compared OMol25 structures with the same formula, charge and spin, the calculation gives 83.7 kJ/mol. Its LUMO energy is 0.390 eV.



The following is a quantum chemistry calculation of 2 unconnected molecules or ions with the total composition C3H4OS2 at a distorted geometry, from the Open Molecules 2025 dataset.

Each line ends with the Mulliken charge.
Geometry (Å):
C 0.794 -1.943 0.758  -0.01
C 1.105 -1.169 -0.500  -0.36
C -0.176 1.320 -0.038  -0.26
H -0.877 -1.924 1.009  0.25
H 1.286 -1.879 -1.357  0.32
H 2.187 -0.845 -0.296  0.32
H 0.702 1.562 0.460  0.36
O 1.889 -2.755 1.147  -0.44
S -0.354 -0.200 -0.870  -0.01
S -1.443 2.442 0.225  -0.17

The HOMO-LUMO gap is 7.82 eV. The calculation puts the highest occupied orbital energy at -9.15 eV. The multiplicity is 1. Its charge is 0. Its total energy is -26888.049 eV. For the energy above the lowest of the compared OMol25 structures with the same formula, charge and spin, the calculation gives 563.5 kJ/mol. Its LUMO energy is -1.334 eV.



The following is a quantum chemistry calculation of a single C3H4OSi molecule at a distorted geometry, from the Open Molecules 2025 dataset.

Each line ends with the Mulliken charge.
Geometry (Å):
C 1.760 0.713 1.555  -0.28
C 1.272 0.342 0.337  -0.25
C 2.438 1.198 0.321  0.63
O 3.218 1.962 -0.217  -0.56
Si -0.246 -0.576 -0.410  0.33
H 1.509 0.948 2.577  0.33
H -1.044 -0.689 0.801  -0.07
H -0.499 0.174 -1.745  -0.04
H 0.082 -1.971 -0.656  -0.08

The HOMO-LUMO gap is 9.26 eV. The calculation puts the highest occupied orbital energy at -8.91 eV. The multiplicity is 1. Its charge is 0. Its total energy is -13097.358 eV. For the energy above the lowest of the compared OMol25 structures with the same formula, charge and spin, the calculation gives 141.1 kJ/mol. Its LUMO energy is 0.347 eV.



The following is a quantum chemistry calculation of a molecular structure, C3H4OSm at a distorted geometry, from the Open Molecules 2025 dataset.

Each line ends with the Mulliken charge.
Geometry (Å):
C -0.226 -1.465 0.481  -0.32
C 0.526 -0.365 0.758  0.08
C 0.438 0.523 -0.363  0.39
O -0.510 1.266 -0.651  -0.52
Sm -1.290 2.919 -2.376  1.94
H -0.781 -1.977 1.268  0.32
H -0.356 -1.854 -0.531  0.34
H 0.689 0.017 1.766  0.41
H 1.512 0.937 -0.352  0.35

The HOMO-LUMO gap (spin up / spin down) is 7.72 / 3.77 eV. The calculation puts the highest occupied orbital energy (spin up / spin down) at -22.20 / -20.62 eV. The multiplicity is 6. Its charge is +3. Its total energy is -23087.250 eV. Its LUMO energy (spin up / spin down) is -14.484 / -16.853 eV.



The following is a quantum chemistry calculation of a single C3H4P2 molecule at a distorted geometry, from the Open Molecules 2025 dataset.

Each line ends with the Mulliken charge.
Geometry (Å):
C -1.194 0.439 -1.558  -0.51
C -0.826 0.619 -0.378  -0.29
C 1.762 -0.665 1.812  -0.25
P 0.177 -0.761 0.623  -0.06
P 2.387 -1.032 0.300  -0.11
H -1.999 0.946 -1.994  0.29
H -0.779 -0.489 -1.950  0.21
H -1.321 1.300 0.327  0.28
H 1.793 -0.356 2.818  0.44

The HOMO-LUMO gap is 7.86 eV. The calculation puts the highest occupied orbital energy at -8.09 eV. The multiplicity is 1. Its charge is 0. Its total energy is -21749.219 eV. For the energy above the lowest of the compared OMol25 structures with the same formula, charge and spin, the calculation gives 193.6 kJ/mol. Its LUMO energy is -0.233 eV.



The following is a quantum chemistry calculation of a single C3H4S2 molecule at a distorted geometry, from the Open Molecules 2025 dataset.

Each line ends with the Mulliken charge.
Geometry (Å):
C -0.598 0.116 -0.829  0.11
C -1.561 0.453 -0.014  -0.10
C 0.766 0.203 -1.178  -0.43
S -3.228 0.635 0.182  -0.19
S 1.638 0.931 0.371  -0.22
H 1.258 -0.740 -1.517  0.30
H 1.228 1.032 -1.896  0.25
H -3.120 1.884 0.714  0.14
H 1.144 0.181 1.416  0.14

The HOMO-LUMO gap is 8.53 eV. The calculation puts the highest occupied orbital energy at -8.46 eV. The multiplicity is 1. Its charge is 0. Its total energy is -24842.813 eV. For the energy above the lowest of the compared OMol25 structures with the same formula, charge and spin, the calculation gives 272.9 kJ/mol. Its LUMO energy is 0.067 eV.



The following is a quantum chemistry calculation of a single C3H4S2 molecule at a distorted geometry, from the Open Molecules 2025 dataset.

Each line ends with the Mulliken charge.
Geometry (Å):
C 0.720 1.699 0.059  -1.08
C 0.523 0.171 0.204  0.46
C -0.726 -0.440 0.593  -0.30
H 1.782 1.826 0.150  0.36
H 0.425 2.014 -0.928  0.32
H 0.012 2.329 0.636  0.33
H -0.816 -1.066 1.550  0.28
S 1.871 -0.688 -0.171  -0.22
S -2.153 -0.168 -0.238  -0.15

The HOMO-LUMO gap is 7.45 eV. The calculation puts the highest occupied orbital energy at -9.01 eV. The multiplicity is 1. Its charge is 0. Its total energy is -24844.408 eV. For the energy above the lowest of the compared OMol25 structures with the same formula, charge and spin, the calculation gives 119.0 kJ/mol. Its LUMO energy is -1.563 eV.



The following is a quantum chemistry calculation of a single C3H4S2 molecule at a distorted geometry, from the Open Molecules 2025 dataset.

Each line ends with the Mulliken charge.
Geometry (Å):
C 0.876 0.220 -0.489  -0.78
C -0.126 -0.398 0.515  -0.03
C -1.516 0.085 0.553  -0.47
S 2.170 1.365 0.096  -0.08
S -1.417 -1.327 -0.385  -0.13
H 1.267 -0.682 -0.841  0.37
H 0.372 0.695 -1.343  0.37
H 0.564 -0.893 1.266  0.37
H -2.191 0.935 0.629  0.39

The HOMO-LUMO gap (spin up / spin down) is 9.48 / 5.46 eV. The calculation puts the highest occupied orbital energy (spin up / spin down) at -9.46 / -7.58 eV. The multiplicity is 1. Its charge is 0. Its total energy is -24841.986 eV. For the energy above the lowest of the compared OMol25 structures with the same formula, charge and spin, the calculation gives 352.7 kJ/mol. Its LUMO energy (spin up / spin down) is 0.020 / -2.121 eV.



The following is a quantum chemistry calculation of 2 unconnected molecules or ions with the total composition C3H4S2 at a distorted geometry, from the Open Molecules 2025 dataset.

Each line ends with the Mulliken charge.
Geometry (Å):
C 3.519 -1.300 0.265  0.20
C 2.572 -0.639 -0.077  -0.26
C 1.379 0.089 -0.396  -0.46
S -3.760 0.942 0.066  -0.26
S 0.176 0.003 0.711  -0.15
H 4.322 -1.803 0.751  0.41
H 1.257 0.506 -1.497  0.26
H -4.663 1.611 0.792  0.13
H -4.802 0.591 -0.615  0.13

The HOMO-LUMO gap is 7.96 eV. The calculation puts the highest occupied orbital energy at -9.02 eV. The multiplicity is 1. Its charge is 0. Its total energy is -24842.914 eV. For the energy above the lowest of the compared OMol25 structures with the same formula, charge and spin, the calculation gives 263.1 kJ/mol. Its LUMO energy is -1.063 eV.



The following is a quantum chemistry calculation of a molecular structure, C3H4S2 at a distorted geometry, from the Open Molecules 2025 dataset.

Each line ends with the Mulliken charge.
Geometry (Å):
C 0.033 1.118 -0.121  -0.42
C -0.320 -0.194 -0.786  -0.43
C 0.183 -1.131 0.791  -0.31
S 0.668 0.477 1.471  -0.15
S -1.471 -1.171 0.161  -0.12
H 0.828 1.649 -0.638  0.31
H -0.820 1.779 0.035  0.28
H 0.081 -0.538 -1.719  0.39
H 0.818 -1.989 0.806  0.45

The HOMO-LUMO gap is 8.76 eV. The calculation puts the highest occupied orbital energy at -8.33 eV. The multiplicity is 1. Its charge is 0. Its total energy is -24843.741 eV. For the energy above the lowest of the compared OMol25 structures with the same formula, charge and spin, the calculation gives 183.4 kJ/mol. Its LUMO energy is 0.429 eV.